Entry 1:
Entry from the Open Molecules 2025 dataset: 9 unconnected molecules or ions with the total composition C49H70I2N3O29 (ωB97M-V/def2-TZVPD).

Its total energy is -4850.6718 Eh. The HOMO energy is -11.672 eV. As for the LUMO energy: -3.527 eV. The gap between HOMO and LUMO is 8.15 eV.

```
! wB97M-V def2-TZVPD RIJCOSX def2/J DEFGRID3
* xyz 1 1
C 1.827 -0.559 0.793
C 0.661 -1.446 0.230
C -0.768 -0.800 0.451
I -2.218 -2.329 0.006
C -0.958 0.511 -0.307
C -0.178 0.728 -1.436
N -0.259 1.869 -2.165
C 0.588 2.038 -3.363
C 1.767 3.025 -3.109
O 2.102 3.209 -1.985
I 2.673 3.967 -4.807
C -1.084 2.882 -1.823
N -1.068 4.018 -2.665
C -0.543 5.029 -2.155
O -0.204 6.052 -1.734
C -1.896 2.739 -0.674
C -2.785 3.923 -0.282
C -2.078 4.927 0.714
C -0.745 4.399 1.265
N -0.742 3.648 2.466
O 0.328 4.614 0.739
C -1.873 1.555 0.096
O -2.609 1.319 1.201
C -4.042 1.237 0.987
C -4.518 0.505 -0.304
C -5.173 1.465 -1.366
O -5.581 -0.383 0.094
H 2.447 -0.196 -0.045
H 1.373 0.275 1.365
H 2.426 -1.164 1.496
H 0.647 -2.426 0.747
H 0.832 -1.702 -0.834
H -0.788 -0.556 1.534
H 0.557 0.002 -1.802
H -0.049 2.336 -4.215
H 0.988 1.035 -3.614
H -2.955 4.505 -1.211
H -3.783 3.657 0.087
H -1.908 5.907 0.234
H -2.741 5.125 1.578
H 0.118 3.105 2.443
H -1.565 3.052 2.533
H -4.564 2.218 1.032
H -4.445 0.667 1.848
H -3.775 -0.147 -0.788
H -6.248 1.536 -1.097
H -5.141 1.056 -2.386
H -4.747 2.484 -1.351
H -6.189 0.093 0.675
C 1.518 8.470 -2.712
C 2.244 9.058 -3.898
C 2.112 10.553 -4.019
O 2.253 10.755 -5.427
C 1.812 9.620 -6.034
O 1.585 9.520 -7.193
O 1.661 8.612 -5.128
H 1.881 8.894 -1.775
H 0.443 8.643 -2.788
H 1.660 7.390 -2.683
H 3.294 8.750 -3.889
H 2.884 11.091 -3.470
H 1.130 10.927 -3.714
C 5.373 -4.214 0.594
C 3.892 -4.411 0.381
C 3.539 -5.727 -0.253
O 2.315 -5.413 -0.929
C 2.363 -4.098 -1.238
O 1.609 -3.556 -1.987
O 3.378 -3.475 -0.585
H 5.786 -4.996 1.233
H 5.907 -4.214 -0.357
H 5.564 -3.245 1.061
H 3.350 -4.261 1.320
H 3.388 -6.519 0.478
H 4.269 -6.061 -0.995
C -3.001 -4.526 4.119
C -2.093 -5.616 3.597
C -1.736 -6.656 4.623
O -0.457 -7.107 4.157
C 0.107 -6.066 3.492
O 1.249 -6.014 3.163
O -0.805 -5.087 3.254
H -3.940 -4.936 4.489
H -2.522 -3.965 4.920
H -3.223 -3.809 3.324
H -2.523 -6.071 2.699
H -2.450 -7.477 4.658
H -1.612 -6.247 5.629
C -5.571 9.385 3.975
C -5.449 7.880 3.945
C -4.037 7.385 3.777
O -4.240 6.122 3.132
C -5.399 6.223 2.428
O -5.750 5.437 1.606
O -6.090 7.331 2.781
H -4.986 9.811 4.791
H -5.237 9.821 3.032
H -6.613 9.678 4.103
H -5.922 7.445 4.830
H -3.518 7.259 4.725
H -3.432 8.015 3.120
C -2.649 1.141 4.563
C -2.950 0.126 5.639
C -1.872 -0.910 5.819
O -2.610 -2.028 6.316
C -3.873 -1.916 5.823
O -4.688 -2.780 5.856
O -4.079 -0.684 5.282
H -1.724 1.679 4.777
H -2.564 0.659 3.587
H -3.463 1.865 4.485
H -3.181 0.631 6.582
H -1.107 -0.603 6.530
H -1.391 -1.202 4.880
C 9.621 -3.265 -1.937
C 9.296 -4.279 -0.866
C 10.360 -5.326 -0.673
O 9.600 -6.438 -0.188
C 8.352 -6.311 -0.698
O 7.527 -7.170 -0.678
O 8.163 -5.080 -1.241
H 10.548 -2.738 -1.709
H 9.715 -3.746 -2.912
H 8.817 -2.534 -2.024
H 9.057 -3.773 0.074
H 11.118 -5.028 0.049
H 10.850 -5.623 -1.604
C -11.115 1.246 -2.606
C -9.783 1.930 -2.802
C -9.680 2.713 -4.083
O -8.274 2.669 -4.349
C -7.806 1.522 -3.792
O -6.731 1.060 -4.007
O -8.728 0.970 -2.961
H -11.932 1.969 -2.602
H -11.293 0.511 -3.392
H -11.127 0.703 -1.660
H -9.546 2.553 -1.933
H -10.024 3.740 -3.978
H -10.204 2.244 -4.920
C 8.660 -9.959 -1.424
C 9.074 -10.176 -2.860
C 9.189 -11.624 -3.254
O 10.166 -11.576 -4.298
C 10.961 -10.502 -4.043
O 11.998 -10.290 -4.579
O 10.411 -9.705 -3.086
H 7.693 -10.418 -1.218
H 9.404 -10.372 -0.738
H 8.592 -8.891 -1.208
H 8.404 -9.631 -3.532
H 8.251 -12.037 -3.619
H 9.572 -12.261 -2.452
*
```

Entry 2:
Entry from the Open Molecules 2025 dataset: 5 unconnected molecules or ions with the total composition C49H76N2O5P (ωB97M-V/def2-TZVPD).

Its total energy is -2739.5481 Eh. The HOMO energy is -10.494 eV. As for the LUMO energy: -3.195 eV. The gap between HOMO and LUMO is 7.30 eV.

```
! wB97M-V def2-TZVPD RIJCOSX def2/J DEFGRID3
* xyz 1 1
C 8.235 -3.796 0.660
C 7.209 -2.660 0.510
C 6.240 -2.841 -0.672
C 4.795 -2.376 -0.403
C 4.404 -1.096 -1.157
C 2.923 -1.027 -1.485
C 2.599 -0.052 -2.645
C 1.761 1.169 -2.221
C 0.609 1.506 -3.198
C -0.785 1.089 -2.696
C -1.137 -0.337 -3.195
C -2.002 -1.147 -2.199
C -1.273 -2.341 -1.584
C -1.815 -3.774 -1.740
C -3.310 -3.960 -1.899
C -4.136 -3.843 -0.591
C -5.193 -2.751 -0.647
O -6.123 -2.923 -1.693
C -6.064 -1.959 -2.726
C -1.103 -4.425 -0.514
P -1.689 -5.981 0.263
O -2.542 -5.779 1.404
O -2.397 -6.813 -0.899
O -0.369 -6.816 0.610
C -0.705 -3.343 0.414
N -0.268 -3.606 1.674
N -0.803 -2.218 -0.193
C -0.461 -0.915 0.389
C -1.639 -0.194 1.072
C -1.377 -0.102 2.577
C -0.258 0.864 2.902
O -0.315 2.042 2.118
C 0.953 2.608 1.890
H 8.350 -4.009 1.718
H 7.909 -4.711 0.177
H 9.211 -3.491 0.305
H 7.754 -1.736 0.340
H 6.666 -2.526 1.441
H 6.271 -3.884 -0.969
H 6.606 -2.293 -1.537
H 4.712 -2.188 0.666
H 4.100 -3.184 -0.634
H 4.707 -0.263 -0.527
H 5.000 -1.048 -2.063
H 2.653 -2.030 -1.827
H 2.318 -0.827 -0.601
H 3.556 0.307 -3.008
H 2.158 -0.588 -3.480
H 2.430 2.023 -2.217
H 1.396 1.068 -1.203
H 0.796 0.943 -4.106
H 0.611 2.563 -3.438
H -1.503 1.783 -3.120
H -0.878 1.172 -1.616
H -0.245 -0.882 -3.493
H -1.712 -0.183 -4.100
H -2.897 -1.458 -2.720
H -2.351 -0.466 -1.431
H -0.326 -2.372 -2.134
H -1.352 -4.280 -2.579
H -3.727 -3.271 -2.621
H -3.481 -4.941 -2.320
H -3.468 -3.585 0.229
H -4.630 -4.787 -0.407
H -4.705 -1.771 -0.650
H -5.753 -2.807 0.285
H -5.747 -0.978 -2.371
H -5.401 -2.268 -3.538
H -7.055 -1.838 -3.146
H -0.123 -4.724 -0.920
H -1.710 -7.129 -1.515
H 0.327 -6.633 -0.043
H -1.013 -3.608 2.366
H 0.529 -3.044 1.954
H -0.027 -0.328 -0.407
H 0.332 -1.082 1.109
H -2.595 -0.672 0.890
H -1.651 0.814 0.675
H -1.057 -1.083 2.916
H -2.284 0.186 3.100
H 0.727 0.398 2.801
H -0.328 1.171 3.947
H 1.378 3.055 2.791
H 1.663 1.876 1.496
H 0.852 3.395 1.154
C 4.817 -1.844 5.351
C 3.825 -1.329 6.175
C 2.501 -1.343 5.760
C 2.171 -1.880 4.524
C 3.163 -2.397 3.701
C 4.487 -2.376 4.114
H 5.850 -1.830 5.675
H 4.084 -0.916 7.141
H 1.728 -0.937 6.400
H 1.135 -1.895 4.202
H 2.907 -2.820 2.735
H 5.261 -2.777 3.472
C 2.026 5.278 -2.403
C 3.281 5.842 -2.220
C 3.824 6.659 -3.202
C 3.110 6.917 -4.364
C 1.853 6.356 -4.546
C 1.315 5.535 -3.566
H 1.599 4.637 -1.640
H 3.836 5.647 -1.311
H 4.804 7.095 -3.061
H 3.533 7.558 -5.127
H 1.295 6.559 -5.451
H 0.336 5.094 -3.709
C 1.298 8.018 0.094
C 1.041 8.661 1.297
C 1.221 10.033 1.403
C 1.649 10.763 0.303
C 1.903 10.120 -0.901
C 1.731 8.747 -1.005
H 1.160 6.947 0.011
H 0.700 8.092 2.154
H 1.026 10.534 2.343
H 1.785 11.833 0.385
H 2.235 10.690 -1.759
H 1.933 8.245 -1.942
C -7.919 -1.372 2.489
C -8.481 -1.906 1.338
C -9.843 -2.163 1.285
C -10.645 -1.879 2.382
C -10.083 -1.342 3.532
C -8.719 -1.091 3.588
H -6.854 -1.173 2.531
H -7.857 -2.122 0.479
H -10.280 -2.586 0.390
H -11.708 -2.075 2.340
H -10.709 -1.118 4.386
H -8.281 -0.677 4.486
*
```